Entry from the OMol25 dataset: a cluster of 2 separate species, C11H17N2 in total (ωB97M-V/def2-TZVPD).

Summary:
Net charge   +1
LUMO energy   -3.14 eV
HOMO level   -11.0754 eV
Frontier orbital gap   7.93 eV

Last column: natural (NBO) charge in e.
Cartesian coordinates (Å):
1 C 2.60693 0.52540 0.99295  -0.62
2 C -0.30202 -1.77247 1.40924  0.13
3 C 0.27421 -0.48782 1.44383  -0.11
4 C 1.63600 -0.61346 1.01142  -0.15
5 C 1.80152 -1.92155 0.66373  -0.01
6 C -1.61152 -2.06760 1.75407  -0.21
7 C -2.44898 -0.99710 2.04876  -0.21
8 C -0.56694 0.56600 1.86595  -0.24
9 C -1.88888 0.28146 2.10485  -0.23
10 N 0.68408 -2.64537 0.97243  -0.52
11 H 0.66927 -3.63090 1.17417  0.43
12 H -1.98966 -3.06110 1.55544  0.22
13 H 2.66658 -2.40132 0.23011  0.22
14 H -3.47681 -1.21332 2.24846  0.23
15 H -0.13194 1.52619 2.06564  0.21
16 H 2.23148 1.30348 1.65222  0.23
17 H 2.67911 0.94180 -0.01104  0.17
18 H -2.48070 1.05324 2.56443  0.22
19 H 3.61370 0.29643 1.32258  0.25
20 C -0.33480 0.66638 -2.56438  -0.22
21 C -1.17459 1.63968 -3.41241  -0.65
22 N 0.40881 1.40683 -1.47436  -0.68
23 H -0.95521 -0.06194 -2.10892  0.24
24 H 0.43325 0.14378 -3.12904  0.22
25 H -1.22493 2.63290 -2.94453  0.22
26 H -2.22684 1.37897 -3.41341  0.26
27 H -0.25153 1.91171 -0.88052  0.45
28 H 0.95105 0.67810 -0.99415  0.47
29 H 1.03676 2.13968 -1.80788  0.43
30 H -0.62742 1.78195 -4.33963  0.25

Cartesian forces (eV/Å) of the 6 atoms listed first:
C -0.29 0.05 -0.22
C 0.87 -0.42 0.07
C -0.94 -0.08 0.27
C -0.03 0.26 -0.20
C 0.65 -0.18 0.41
C -0.58 0.49 -0.85

=====

Entry from the OMol25 dataset: a cluster of 9 separate species, C45H68N8O7Si in total (ωB97M-V/def2-TZVPD).

Summary:
LUMO energy   0.20 eV
SMILES string   CCOCCOCCOC[Si@@](O)(COCC)COC(C)=O.c1cc[nH]c1.c1cc[nH]c1.c1cc[nH]c1.c1cc[nH]c1.c1cc[nH]c1.c1cc[nH]c1.c1cc[nH]c1.c1cc[nH]c1
HOMO level   -7.9562 eV
Frontier orbital gap   8.15 eV

Last column: Löwdin charge in e.
Cartesian coordinates (Å):
1 C 5.62451 -0.68462 2.96023  -0.05
2 C 5.94857 -1.38520 1.62593  -0.27
3 O 4.82841 -2.00000 1.02020  -0.17
4 C 4.44806 -3.21745 1.63447  -0.18
5 C 3.07763 -3.08206 2.30980  -0.16
6 O 2.07081 -3.73800 1.53413  -0.12
7 C 0.97946 -2.87975 1.28110  -0.20
8 C -0.12849 -3.66421 0.60728  -0.18
9 O -1.02136 -2.73873 0.01048  -0.20
10 C -1.99849 -2.24001 0.94507  -0.21
11 Si -2.19165 -0.36561 0.68949  0.63
12 O -3.10695 -0.21516 -0.70878  -0.14
13 C -3.20847 0.34665 2.12353  -0.22
14 O -2.75556 1.55492 2.71793  -0.18
15 C -1.60678 1.44593 3.51407  -0.30
16 C -1.62615 0.34622 4.57769  -0.07
17 C -0.55549 0.51738 0.35882  -0.19
18 O 0.11321 0.01560 -0.82279  -0.06
19 C 1.42956 0.30625 -0.84667  -0.57
20 C 1.90353 1.62531 -0.30852  0.03
21 O 2.17599 -0.47301 -1.31233  0.12
22 H 6.32517 -0.99264 3.72892  0.07
23 H 4.63637 -0.92910 3.32832  0.06
24 H 5.69752 0.39011 2.85524  0.07
25 H 6.26431 -0.60825 0.93896  0.11
26 H 6.79360 -2.06259 1.72753  0.11
27 H 5.15723 -3.52276 2.40215  0.12
28 H 4.40356 -4.01569 0.90025  0.11
29 H 3.11853 -3.52395 3.30418  0.13
30 H 2.86725 -2.01914 2.33557  0.11
31 H 1.26407 -2.08503 0.59158  0.12
32 H 0.62176 -2.41055 2.20174  0.12
33 H 0.29545 -4.32402 -0.14064  0.13
34 H -0.64597 -4.30798 1.31545  0.13
35 H -1.72634 -2.43656 1.98120  0.08
36 H -2.94260 -2.71508 0.67601  0.09
37 H -2.84162 -0.89730 -1.33969  0.04
38 H -3.40101 -0.46263 2.83229  0.09
39 H -4.18091 0.57210 1.69612  0.10
40 H -0.67161 1.34873 2.94942  0.10
41 H -1.51882 2.39131 4.03946  0.12
42 H -1.49114 -0.61365 4.09087  0.06
43 H -2.53931 0.37570 5.15857  0.09
44 H -0.76956 0.50708 5.21848  0.08
45 H -0.66857 1.59771 0.34033  0.08
46 H 0.10243 0.30250 1.20496  0.08
47 H 1.18493 2.41710 -0.48170  0.07
48 H 2.14518 1.56580 0.74613  0.09
49 H 2.79830 1.89176 -0.85334  0.10
50 C -0.14809 -1.00875 -5.94695  -0.10
51 C -1.19638 -0.75810 -5.02236  -0.10
52 C -0.65983 -0.86567 -3.76710  -0.15
53 N 0.66278 -1.18513 -3.89018  0.02
54 C 0.98518 -1.26872 -5.21923  -0.15
55 H -0.21600 -0.99526 -7.02191  0.09
56 H -2.22049 -0.51560 -5.25250  0.09
57 H -1.10340 -0.74305 -2.79544  0.09
58 H 1.29751 -1.33068 -3.11948  0.12
59 H 1.98933 -1.50267 -5.53118  0.11
60 C 0.11340 3.98966 -4.47070  -0.12
61 C 1.27027 4.05566 -5.29184  -0.12
62 C 1.80281 2.79339 -5.34442  -0.14
63 N 1.01818 1.97133 -4.58682  0.03
64 C -0.01508 2.68882 -4.05448  -0.15
65 H -0.54935 4.80132 -4.21795  0.09
66 H 1.66431 4.92722 -5.78776  0.09
67 H 2.67077 2.41209 -5.85513  0.10
68 H 1.17421 0.98642 -4.44514  0.10
69 H -0.75131 2.21297 -3.42837  0.10
70 C 0.16221 6.68044 -0.20206  -0.10
71 C 0.00804 6.97280 1.18003  -0.13
72 C -0.61814 5.90000 1.75808  -0.15
73 N -0.84968 4.97291 0.77889  0.01
74 C -0.37313 5.43966 -0.41791  -0.14
75 H 0.61440 7.30931 -0.95036  0.09
76 H 0.32090 7.86971 1.68940  0.09
77 H -0.91913 5.71688 2.77597  0.10
78 H -1.30244 4.08708 0.91770  0.13
79 H -0.45842 4.85033 -1.31642  0.10
80 C -3.04031 11.58054 2.56624  -0.12
81 C -3.24346 10.71873 1.45365  -0.11
82 C -2.62520 9.53142 1.73938  -0.14
83 N -2.05502 9.64260 2.97716  0.00
84 C -2.30597 10.88702 3.49009  -0.15
85 H -3.39372 12.59241 2.67470  0.09
86 H -3.78177 10.94565 0.54867  0.09
87 H -2.54028 8.61977 1.17238  0.10
88 H -1.53236 8.92059 3.43777  0.13
89 H -1.94137 11.16956 4.46294  0.10
90 C -6.79026 -3.19929 -0.34859  -0.11
91 C -5.61133 -3.14899 -1.13929  -0.11
92 C -5.05540 -4.40098 -1.12616  -0.14
93 N -5.85222 -5.20483 -0.35698  0.00
94 C -6.91281 -4.48084 0.11736  -0.15
95 H -7.46940 -2.38844 -0.14698  0.08
96 H -5.21723 -2.29022 -1.65745  0.09
97 H -4.16588 -4.78674 -1.59520  0.11
98 H -5.68424 -6.17613 -0.16933  0.14
99 H -7.65939 -4.93957 0.74339  0.10
100 C -8.63225 -1.25992 2.39725  -0.11
101 C -9.55698 -0.69461 3.31687  -0.11
102 C -9.66900 -1.56298 4.36868  -0.14
103 N -8.85083 -2.63154 4.11936  0.00
104 C -8.21259 -2.45330 2.92172  -0.14
105 H -8.31234 -0.83656 1.45997  0.08
106 H -10.07885 0.24231 3.21640  0.09
107 H -10.25765 -1.51373 5.26874  0.10
108 H -8.73652 -3.42484 4.72274  0.14
109 H -7.51896 -3.18720 2.54861  0.09
110 C 9.60382 -3.51631 -1.30098  -0.11
111 C 8.32501 -3.67281 -0.70039  -0.12
112 C 7.51859 -2.67970 -1.19240  -0.16
113 N 8.26038 -1.93038 -2.06086  0.01
114 C 9.53036 -2.43483 -2.13602  -0.14
115 H 10.47520 -4.12811 -1.13830  0.09
116 H 8.03232 -4.42899 0.01097  0.09
117 H 6.48417 -2.44299 -0.99731  0.10
118 H 7.92396 -1.13153 -2.56689  0.15
119 H 10.26910 -1.98173 -2.77455  0.11
120 C 3.02436 -5.11147 -3.12501  -0.11
121 C 3.89984 -6.14496 -3.55599  -0.11
122 C 5.05258 -6.03425 -2.82497  -0.14
123 N 4.90873 -4.97463 -1.97282  0.01
124 C 3.67498 -4.40858 -2.14606  -0.14
125 H 2.03155 -4.90860 -3.49140  0.09
126 H 3.70497 -6.88378 -4.31541  0.09
127 H 5.95939 -6.61450 -2.83836  0.11
128 H 5.60372 -4.65642 -1.32116  0.11
129 H 3.36866 -3.55700 -1.55995  0.10

Cartesian forces (eV/Å) of the 6 atoms listed first:
C 0.34 -0.42 -0.03
C -0.22 0.87 0.19
O 0.34 -0.34 -0.21
C -0.41 0.09 0.60
C 0.23 -0.55 -0.90
O 0.07 0.34 0.43

=====

Entry from the OMol25 dataset: the molecule C4H7NO (ωB97M-V/def2-TZVPD).

Summary:
LUMO energy   1.01 eV
SMILES string   [H]/N=C1/CCCO1
HOMO level   -9.6712 eV
Frontier orbital gap   10.68 eV

Last column: natural (NBO) charge in e.
Cartesian coordinates (Å):
1 H -1.07608 2.20840 -1.08527  0.35
2 N -1.12467 1.97553 -0.08722  -0.65
3 C -0.32772 1.01527 0.06477  0.55
4 C -0.02514 0.17012 1.28394  -0.52
5 C 0.67721 -0.98384 0.50046  -0.36
6 C 0.04747 -0.82483 -1.18780  -0.11
7 O 0.40577 0.55114 -1.00445  -0.56
8 H 0.58958 0.75012 2.01238  0.24
9 H -0.90786 -0.14935 1.85877  0.24
10 H 0.43985 -1.97084 0.81100  0.20
11 H 1.77447 -0.77896 0.53108  0.22
12 H -1.03619 -0.81264 -1.56439  0.19
13 H 0.56331 -1.15011 -2.13326  0.21

Cartesian forces (eV/Å) of the 6 atoms listed first:
H -0.18 0.25 0.26
N 0.09 0.00 0.18
C -0.23 0.67 -0.27
C 0.00 -0.42 -0.85
C -0.77 -1.17 -1.13
C 1.29 1.62 1.50

=====

Entry from the OMol25 dataset: the molecule C7H10N2O (ωB97M-V/def2-TZVPD).

Summary:
LUMO energy (alpha / beta)   -0.61 / 0.14 eV
HOMO level (alpha / beta)   -8.2959 / -7.3859 eV
Frontier orbital gap (alpha / beta)   7.68 / 7.52 eV

Last column: natural (NBO) charge in e.
Cartesian coordinates (Å):
1 C -0.01323 0.89487 -2.86780  -0.29
2 C -0.67725 0.55785 -1.71430  -0.28
3 C 1.14861 0.18333 -2.92885  -0.01
4 C 0.07612 -0.38823 -1.02827  0.30
5 C -1.07079 -0.63365 1.08567  -0.28
6 C 0.95357 0.32991 2.04960  -0.27
7 C -0.19504 -0.54612 2.38458  0.00
8 N 1.22843 -0.63290 -1.78757  -0.52
9 N -0.05740 -0.99244 0.09057  -0.40
10 O -1.02382 -0.15049 3.54974  -0.70
11 H -0.48479 1.62506 -3.51236  0.23
12 H -1.65614 0.98265 -1.53354  0.22
13 H 1.85816 0.36333 -3.70934  0.22
14 H -1.93083 -1.34403 0.96553  0.22
15 H -1.64106 0.33957 0.76559  0.16
16 H 0.60284 1.26008 1.57222  0.17
17 H 1.86248 -0.00276 2.39600  0.18
18 H 0.33710 -1.50297 2.52275  0.19
19 H 2.10005 -0.96771 -1.52529  0.41
20 H -1.41702 0.62464 3.22510  0.45

Cartesian forces (eV/Å) of the 6 atoms listed first:
C -1.02 0.63 -0.22
C -1.25 0.82 -0.33
C 0.07 -0.09 0.69
C 0.68 -0.34 0.52
C -0.75 0.68 -1.72
C -3.42 1.26 -0.53

=====

Maximum force (eV/Å)
1.7 2.8 2.6 4.1